one:
23
Properties=species:S:1:pos:R:3:mulliken_charge:R:1 method="wB97M-V/def2-TZVPD" orbital_gap_ev=11.3 molar_mass_da=123.2 charge=+1 e_homo_ha=-0.509 spin_multiplicity=1
C -0.96 1.03 -0.80 -0.6623
C -0.89 1.92 0.42 -0.6356
C 0.11 1.49 1.53 -0.6326
C 0.29 -0.21 3.12 -0.3140
N -0.08 0.12 1.96 -0.3316
N -1.27 -0.41 -0.47 -0.1710
H -0.03 0.94 -1.33 0.3162
H -1.72 1.34 -1.52 0.4333
H -0.54 2.87 0.03 0.3032
H -1.85 1.98 0.91 0.3568
H 1.12 1.74 1.23 0.3558
H -0.07 2.19 2.36 0.4217
H 0.70 0.52 3.83 0.2491
H 0.19 -1.22 3.48 0.2616
H -0.85 -1.04 -1.20 0.2622
H -0.89 -0.60 0.48 0.4110
H -2.25 -0.69 -0.49 0.3940
H 3.25 -2.64 -2.03 0.3164
H 2.11 -3.16 -1.20 0.3245
O 2.40 -2.36 -1.67 -0.6776
H 0.98 -1.50 -2.37 0.3976
H 0.20 -0.97 -3.57 0.3428
O 0.06 -1.36 -2.69 -0.7214

two:
23
Properties=species:S:1:pos:R:3:mulliken_charge:R:1 method="wB97M-V/def2-TZVPD" orbital_gap_ev=8.7 molar_mass_da=123.2 charge=+1 e_homo_ha=-0.429 spin_multiplicity=1
C 0.47 -0.97 -0.73 -0.3571
C -0.79 -0.65 0.18 -0.6576
C -0.75 0.50 1.11 -0.8294
C -0.58 1.76 0.72 0.2773
N -0.91 2.87 1.59 -0.4463
N 1.66 -0.76 0.23 -0.2110
H 0.53 -0.34 -1.72 0.3324
H 0.17 -2.05 -0.89 0.2608
H -1.66 -0.54 -0.46 0.4312
H -1.20 -1.61 0.70 0.3933
H -1.12 0.14 2.27 0.1003
H -0.17 2.16 -0.21 0.3191
H -1.17 2.66 2.56 0.2118
H -0.53 3.72 1.35 0.2084
H 1.54 -0.01 1.01 0.3820
H 1.99 -1.57 0.65 0.2390
H 2.39 -0.32 -0.29 0.3823
H -3.16 1.70 -4.67 0.3343
H -2.85 0.36 -3.95 0.3243
O -2.39 1.21 -4.20 -0.6559
H 2.64 -3.48 2.42 0.2607
H 3.68 -3.45 1.39 0.2928
O 2.85 -3.20 1.63 -0.5927

three:
23
Properties=species:S:1:pos:R:3:mulliken_charge:R:1 method="wB97M-V/def2-TZVPD" orbital_gap_ev=8.7 molar_mass_da=123.2 charge=+1 e_homo_ha=-0.444 spin_multiplicity=1
C 0.03 2.12 1.46 -1.1350
C -0.50 0.69 1.24 -0.8562
C -0.43 0.26 -0.19 0.6146
C -1.53 0.33 -0.98 -0.5851
N -1.64 -0.14 -2.38 -0.2293
N 0.80 0.02 -0.70 -0.3148
H -0.07 2.77 0.59 0.3020
H 1.08 2.07 1.75 0.3297
H -0.52 2.56 2.29 0.3350
H -1.52 0.61 1.63 0.4595
H 0.14 0.03 1.83 0.3860
H -2.49 0.55 -0.55 0.3619
H -2.46 -0.74 -2.51 0.3809
H -1.75 0.64 -3.02 0.3435
H -0.86 -0.78 -2.55 0.3144
H 0.83 -0.40 -1.61 0.0717
H 1.65 -0.04 -0.15 0.2377
H -0.29 -2.87 0.57 0.2702
H -1.28 -1.89 1.25 0.2917
O -0.56 -1.95 0.61 -0.5301
H 2.74 -1.30 1.32 0.3279
H 3.91 -0.92 0.33 0.3154
O 3.15 -0.59 0.82 -0.6916

four:
23
Properties=species:S:1:pos:R:3:mulliken_charge:R:1 method="wB97M-V/def2-TZVPD" orbital_gap_ev=10.7 molar_mass_da=123.2 charge=+1 e_homo_ha=-0.502 spin_multiplicity=1
C 0.47 0.72 -1.77 -1.1432
O 1.73 0.29 -2.20 -0.5064
C 0.06 -0.04 -0.47 0.2194
C -1.26 0.54 0.13 -0.4038
C -1.70 -0.46 1.24 -0.7660
N -0.59 -1.26 1.87 -0.3090
N 0.06 -1.55 -0.64 -0.5928
H -0.33 0.54 -2.56 0.4225
H 0.48 1.82 -1.74 0.3851
H 1.53 -0.49 -2.74 0.3181
H 0.95 0.26 0.07 0.3629
H -2.03 0.46 -0.65 0.3257
H -1.08 1.57 0.60 0.3280
H -2.19 -1.33 0.77 0.3962
H -2.44 0.03 2.05 0.3464
H -0.19 -1.83 0.99 0.4308
H -0.71 -1.89 2.66 0.3457
H 0.14 -0.57 2.13 0.3266
H 0.89 -1.98 -1.11 0.2485
H -0.79 -1.76 -1.11 0.2634
H 2.64 2.13 0.12 0.2991
H 2.26 2.75 1.48 0.2808
O 2.10 2.05 0.89 -0.5780

Which of them is the most stable? Correct choice: one.

one:
22
Properties=species:S:1:pos:R:3:mulliken_charge:R:1 method="wB97M-V/def2-TZVPD" orbital_gap_ev="6.9 / 6.9" molar_mass_da=127.2 e_homo_ha="-0.248 / -0.248" spin_multiplicity=1
C -1.27 -0.91 0.85 -1.2825
N -0.06 -0.82 0.01 0.7162
N 0.52 -2.10 -0.29 -0.7545
C 1.25 0.11 1.13 0.2137
N 2.38 -0.45 1.08 -0.7216
H 0.37 -2.33 -1.27 0.2483
H 0.20 -2.88 0.29 0.2033
H 2.50 -1.03 0.25 0.2805
H 0.90 0.41 2.11 0.3763
H -1.63 0.10 1.05 0.3274
H -2.04 -1.50 0.36 0.4285
H -0.98 -1.37 1.79 0.4238
C -0.25 -0.02 -1.21 -0.3427
C 0.89 1.71 0.19 -0.4422
C -1.41 -0.03 -1.90 -0.8166
C 0.24 2.76 0.67 -0.6293
H 0.68 -0.02 -1.77 0.4387
H 1.59 1.77 -0.64 0.3346
H -2.38 -0.12 -1.44 0.2445
H -1.40 0.22 -2.95 0.2866
H -0.84 2.84 0.67 0.2101
H 0.73 3.66 1.02 0.2568

two:
22
Properties=species:S:1:pos:R:3:mulliken_charge:R:1 method="wB97M-V/def2-TZVPD" orbital_gap_ev=9.3 molar_mass_da=127.2 e_homo_ha=-0.318 spin_multiplicity=1
C 3.02 -0.19 0.23 -0.5855
C -0.18 1.06 -0.49 -1.3922
C -1.04 -0.05 -0.01 1.2386
C -2.41 -0.24 -0.91 -1.8782
C -1.69 0.02 1.46 -0.7056
C 1.00 -1.22 -0.19 -0.0648
H 2.62 -0.57 1.30 0.2864
H 3.81 -1.09 -0.07 0.2441
H 3.31 1.05 0.08 0.2068
H 1.85 1.63 -0.28 0.2168
H -0.02 1.06 -1.53 0.5607
H -0.79 1.84 -0.25 0.6601
H -3.14 0.61 -0.81 0.3436
H -2.13 -0.33 -1.86 0.5615
H -2.98 -1.12 -0.69 0.4658
H -1.72 1.45 1.42 0.1856
H -0.76 -0.72 2.35 0.2282
H -2.89 -0.65 1.32 0.2442
H 1.59 -2.09 -0.55 0.3118
N 1.68 -0.19 -0.50 -0.0602
N 1.15 1.12 0.09 -0.3968
N -0.29 -1.38 -0.10 -0.6710

three:
22
Properties=species:S:1:pos:R:3:mulliken_charge:R:1 method="wB97M-V/def2-TZVPD" orbital_gap_ev=6.7 molar_mass_da=127.2 e_homo_ha=-0.260 spin_multiplicity=1
C 0.00 -2.75 -0.35 -0.6658
C -1.37 0.27 -1.00 -1.4051
N -0.88 -1.92 0.24 -0.3017
C -0.56 -0.19 0.20 1.1505
C -0.85 0.31 1.46 -1.4379
H -1.08 -2.16 1.21 0.3292
H 1.27 -1.97 -0.29 0.3344
H -0.02 -2.75 -1.44 0.3000
H 0.22 -3.70 0.12 0.4037
H -1.10 -0.31 -1.88 0.3176
H -1.21 1.32 -1.23 0.2809
H -2.43 0.13 -0.79 0.3766
H -0.26 0.02 2.32 0.3692
H -1.68 0.98 1.62 0.3394
C 0.90 2.51 0.16 -0.8523
N 1.42 1.29 -0.43 -0.1480
C 1.05 0.01 -0.09 0.2742
N 1.85 -0.95 -0.15 -0.8679
H 2.41 1.32 -0.63 0.3348
H 0.55 2.38 1.19 0.2907
H 0.07 2.92 -0.41 0.2211
H 1.69 3.26 0.18 0.3563

four:
22
Properties=species:S:1:pos:R:3:mulliken_charge:R:1 method="wB97M-V/def2-TZVPD" orbital_gap_ev=9.4 molar_mass_da=127.2 e_homo_ha=-0.311 spin_multiplicity=1
C -1.89 -0.30 0.99 -1.0434
C -1.23 -0.59 -0.42 0.0717
C 0.03 -1.49 -0.33 -0.9749
C 1.96 -0.22 0.00 -0.9034
C 1.19 0.84 0.74 -0.1504
C 0.44 1.92 -0.12 -0.0206
H -2.69 0.64 0.96 0.2740
H -2.32 -1.34 1.43 0.2782
H -1.11 0.07 1.74 0.2811
H -1.92 -1.06 -1.10 0.4242
H 0.14 -1.64 0.73 0.4724
H -0.17 -2.39 -0.83 0.3631
H 1.20 -0.75 -1.93 0.3072
H 2.83 0.20 -0.52 0.4259
H 2.46 -0.80 0.74 0.3178
H 0.49 0.36 1.51 -0.0370
H 1.91 1.51 1.26 0.3753
H 0.99 2.93 -0.06 0.2984
H -1.97 0.81 -1.73 0.2651
N 1.28 -1.13 -0.95 -0.3258
N -0.53 1.82 -0.92 -0.7069
N -1.11 0.59 -1.19 0.0080

Which of them is the most stable? Correct choice: four.

one:
13
Properties=species:S:1:pos:R:3:mulliken_charge:R:1 method="wB97M-V/def2-TZVPD" orbital_gap_ev=9.9 molar_mass_da=72.1 e_homo_ha=-0.324 smiles="[H]/N=C/NCC" spin_multiplicity=1
C 0.19 1.33 1.08 -1.0480
C -0.53 0.01 0.94 -0.4364
N 0.15 -0.92 0.04 -0.2417
C 0.17 -0.70 -1.29 0.0735
N 0.49 -1.61 -2.15 -0.7021
H 1.24 1.17 1.32 0.2976
H -0.24 1.90 1.91 0.3407
H 0.10 1.89 0.16 0.2989
H -0.67 -0.46 1.91 0.3713
H -1.54 0.16 0.55 0.2962
H 0.30 -1.89 0.20 0.2744
H -0.12 0.29 -1.64 0.2276
H 0.46 -1.15 -3.03 0.2480

two:
13
Properties=species:S:1:pos:R:3:mulliken_charge:R:1 method="wB97M-V/def2-TZVPD" orbital_gap_ev=10.0 molar_mass_da=72.1 e_homo_ha=-0.333 smiles="[H]/N=C/N.C=C" spin_multiplicity=1
C -1.92 -1.06 0.37 -0.4733
C -2.23 -2.20 0.99 -0.3868
H -2.11 -1.00 -0.70 0.1968
H -1.36 -0.19 0.70 0.2219
H -2.31 -3.19 0.52 0.2369
H -2.26 -2.19 2.11 0.1976
N 2.09 0.67 -1.33 -0.5316
C 1.99 1.68 -0.42 0.0822
N 0.89 2.28 -0.29 -0.6503
H 1.33 0.79 -2.02 0.2939
H 2.42 -0.28 -0.92 0.2506
H 2.79 1.97 0.32 0.3264
H 0.70 2.72 0.66 0.2355

Which of them is the most stable? Correct choice: one.